Entry 1:
C5H10O | the ωB97M-V functional and the def2-TZVPD basis

Values from the calculation:
Relative energy (zero: lowest compared OMol25 entry of this formula, charge and spin) = 57.6 kcal/mol
M = 86.13 g mol⁻¹
Kohn-Sham gap = 10.332 eV

ORCA input file:
```
! RIJCOSX wB97M-V def2-TZVPD def2/J DEFGRID3
* xyz 0 1
C 0.050 0.911 1.649
C -0.078 -0.178 0.710
C 1.044 -0.811 0.409
C -1.595 -0.753 -1.140
C -1.379 -0.667 0.142
H 0.945 1.307 1.974
H -0.570 0.557 2.552
H -0.563 1.650 1.229
H 2.056 -0.543 0.654
H 1.101 -1.783 -0.051
H -0.959 -0.586 -2.058
H -2.553 -0.957 -1.563
H -2.012 -1.186 0.896
H 1.471 1.771 -1.665
H 1.294 0.278 -1.644
O 1.750 0.989 -2.094
*
```

***

Entry 2:
C5H10O | the ωB97M-V functional and the def2-TZVPD basis

Values from the calculation:
Relative energy (zero: lowest compared OMol25 entry of this formula, charge and spin) = 101.1 kcal/mol
M = 86.13 g mol⁻¹
Kohn-Sham gap = 8.951 eV

ORCA input file:
```
! RIJCOSX wB97M-V def2-TZVPD def2/J DEFGRID3
* xyz 0 1
C 1.945 0.258 0.037
C 0.442 0.430 0.055
C -0.343 -0.231 -0.925
C -1.744 -0.016 -0.892
O -1.655 -0.360 1.308
C -0.376 -0.400 1.437
H 2.424 0.952 -0.662
H 2.372 0.438 1.030
H 2.217 -0.762 -0.258
H 0.112 1.447 0.275
H -1.050 0.407 -1.912
H 0.015 -1.148 -1.389
H -2.428 -0.765 -1.276
H -2.138 0.906 -0.487
H 0.079 0.237 2.225
H 0.130 -1.393 1.435
*
```

***

Question: Number 1 is which compound?
Answer: C5H10O

***

Question: What is the M in the second record?
Answer: 86.13 g mol⁻¹

***

Question: Kohn-Sham gap of number 1 (C5H10O)?
Answer: 10.332 eV

***

Question: Look up the relative energy (zero: lowest compared OMol25 entry of this formula, charge and spin) of the second one.
Answer: 101.1 kcal/mol